[1]
Here is a 2-piece molecular cluster, C6H12N2O6 overall from the OMol25 dataset. Energies are from ωB97M-V with the def2-TZVPD basis set.

For the HOMO energy (alpha / beta), the calculation gives -0.363 / -0.394 Ha. As for the HOMO-LUMO gap (alpha / beta): 8.3144 / 9.5366 eV.

Last column: Löwdin charge in e.
Element x y z (Å)
N (-0.34, 0.67, 1.18)  -0.250
O (-1.51, 0.95, 1.03)  0.098
O (0.69, 1.12, 0.77)  0.096
C (2.01, -9.76, 1.87)  -0.116
C (2.08, -8.23, 1.85)  -0.280
C (0.91, -7.59, 1.13)  -0.236
C (0.92, -6.06, 1.17)  -0.129
C (-0.37, -5.40, 0.57)  -0.444
C (-0.43, -3.82, 0.52)  -0.131
O (0.16, -3.26, 1.68)  0.011
N (0.21, -1.77, 1.53)  -0.277
O (-0.28, -1.37, 0.44)  0.043
O (0.71, -1.19, 2.47)  0.143
O (-1.50, -5.94, 0.83)  0.094
H (2.88, -10.17, 2.39)  0.069
H (1.11, -10.11, 2.39)  0.074
H (2.00, -10.18, 0.85)  0.073
H (2.11, -7.85, 2.88)  0.110
H (3.02, -7.93, 1.37)  0.111
H (0.92, -7.94, 0.08)  0.121
H (-0.05, -7.93, 1.55)  0.116
H (1.06, -5.70, 2.20)  0.126
H (1.76, -5.68, 0.57)  0.123
H (-0.46, -5.68, -0.52)  0.193
H (0.13, -3.50, -0.39)  0.130
H (-1.47, -3.47, 0.43)  0.135

[2]
Here is a 2-piece molecular cluster, C3H6Cl2O2 overall from the OMol25 dataset. Energies are from ωB97M-V with the def2-TZVPD basis set.

For the HOMO energy, the calculation gives -0.393 Ha. As for the HOMO-LUMO gap: 11.4441 eV.

Last column: Löwdin charge in e.
Element x y z (Å)
C (-1.73, 1.33, 1.50)  0.004
C (-0.65, 0.87, 0.56)  -0.568
O (-0.78, 0.63, -0.62)  0.073
O (0.54, 0.75, 1.21)  0.064
H (-2.69, 1.42, 0.96)  0.092
H (-1.47, 2.31, 1.93)  0.094
H (-1.86, 0.60, 2.32)  0.095
H (1.19, 0.45, 0.51)  0.074
Cl (0.86, -2.81, -0.59)  0.517
C (1.44, -1.66, -1.79)  -1.040
Cl (2.80, -0.70, -1.22)  0.537
H (1.74, -2.21, -2.70)  0.036
H (0.61, -0.98, -2.06)  0.023

One value per record, in order, for ΔE to the lowest compared entry with this formula, charge and spin: 242.3, 0.0 kJ/mol.
One value per record, in order, for F_max: 3.94, 1.43 eV Å⁻¹.